Molecular formula: C3H6OSe
Method: DFT, the ωB97M-V functional and the def2-TZVPD basis

Properties
Energy above the lowest of the compared OMol25 structures with the same formula, charge and spin in eV: 3.030
HOMO level (alpha / beta) in eV: -9.4 / -7.4

Structure (XYZ):
```
11
Properties=species:S:1:pos:R:3:forces:R:3:nbo_charge:R:1
C -0.3022 0.4122 -0.0951 2.99 2.60 -0.33 -0.088
C -1.4543 -0.5112 -0.2861 0.17 -1.74 3.42 -0.625
C 2.1876 0.1335 0.2036 -2.44 1.59 1.04 -0.094
O 0.9781 -0.3760 -0.1845 -1.15 -0.72 -0.76 -0.534
Se -3.3522 0.1215 -0.1448 1.46 -0.17 0.13 0.178
H -0.2030 1.2614 -0.8794 -0.40 -1.44 1.08 0.190
H -0.2268 0.9151 0.8949 -0.56 -0.35 -0.46 0.185
H -1.3935 -0.9522 -1.2335 0.05 -0.88 -1.36 0.231
H -1.2103 -1.3736 0.5499 -1.19 1.80 -2.14 0.248
H 3.0007 -0.5820 0.2189 -0.18 0.14 0.08 0.174
H 1.9759 0.9515 0.9561 1.24 -0.83 -0.70 0.134
```
Forces are in eV/Å.